A molecular structure, C39H31FeN2P2, computed with wB97M-V/def2-TZVPD.

As for the total charge: +2. The value obtained for the orbital gap (spin up / spin down) is 8.193 / 6.630 eV. As for the multiplicity: 6. Its expectation value of S² is 8.77. For the LUMO energy (spin up / spin down), the calculation gives -5.9404 / -7.5004 eV.

Cartesian coordinates (Å):
Fe: -0.667 0.003 -0.170
P: -1.754 -2.214 1.726
P: 0.409 -0.320 2.023
N: -0.856 -1.126 2.774
N: -0.143 1.607 -1.299
C: -3.062 -2.745 2.854
C: -3.844 -1.857 3.597
C: 0.988 -2.158 -4.062
C: 2.709 -1.139 3.325
C: -0.516 5.654 -0.340
C: -0.088 5.295 -1.586
C: -2.584 -0.884 0.715
C: -0.809 4.657 0.614
C: 0.550 -3.005 -3.052
C: 3.864 -1.894 3.440
C: -0.172 2.996 4.324
C: 0.309 1.226 -2.499
C: -3.396 1.365 0.270
C: 0.054 3.931 -1.928
C: -4.809 -2.345 4.458
C: -2.786 0.448 1.125
C: -5.001 -3.719 4.579
C: 0.517 3.508 -3.193
C: 1.736 2.027 2.545
C: -0.684 3.329 0.307
C: -3.627 -0.342 -1.416
C: 0.935 3.767 3.995
C: -3.817 0.970 -0.994
C: 0.036 -2.473 -1.874
C: 1.889 3.282 3.108
C: 0.919 -0.781 -3.908
C: -3.258 -4.118 2.979
C: 1.959 -1.203 2.149
C: 0.620 1.251 2.870
C: -0.029 -1.098 -1.717
C: -0.334 1.738 3.760
C: -3.003 -1.257 -0.577
C: 0.410 -0.237 -2.733
C: 2.375 -2.013 1.091
C: 4.274 -2.703 2.387
C: -4.230 -4.604 3.844
C: 3.534 -2.761 1.214
C: 0.654 2.179 -3.472
C: -0.260 2.939 -0.977
H: -0.719 -1.460 3.723
H: -2.471 0.753 2.116
H: 1.268 -0.146 -4.711
H: 1.063 4.743 4.443
H: 3.864 -3.386 0.395
H: 1.385 -2.573 -4.978
H: -3.544 2.385 0.598
H: -1.126 4.945 1.608
H: 1.016 1.858 -4.436
H: 4.447 -1.849 4.349
H: -5.418 -1.662 5.034
H: -0.885 2.581 1.064
H: 0.607 -4.078 -3.181
H: -0.625 6.696 -0.077
H: -3.699 -0.787 3.505
H: -5.758 -4.097 5.253
H: 2.398 -0.497 4.141
H: -0.304 -3.139 -1.087
H: 2.490 1.644 1.865
H: 5.179 -3.288 2.483
H: -4.291 1.687 -1.651
H: 0.768 4.252 -3.939
H: -1.186 1.127 4.033
H: -4.380 -5.670 3.942
H: 2.757 3.880 2.865
H: -2.651 -4.807 2.403
H: -3.952 -0.651 -2.400
H: -0.901 3.366 5.032
H: 0.152 6.046 -2.328
H: 1.798 -2.055 0.175
H: -2.829 -2.271 -0.918

---

A molecular structure, C23H13Cl5N2O2Ti, computed with wB97M-V/def2-TZVPD.

The value obtained for the orbital gap is 7.133 eV. For the LUMO energy, the calculation gives -1.3110 eV.

Cartesian coordinates (Å):
Ti: -0.802 0.044 -1.363
Cl: -0.108 -1.075 -7.198
Cl: -1.700 3.192 -4.251
Cl: 0.278 -2.761 -4.568
Cl: -1.087 1.868 -7.045
Cl: -2.803 0.885 -0.681
O: 0.809 0.895 -1.011
O: -1.573 -1.991 -0.904
N: 0.367 0.052 1.685
N: -0.425 -0.434 0.841
C: -0.551 -0.501 -3.291
C: -0.275 -1.113 -4.504
C: -1.301 -1.419 1.366
C: 3.693 2.695 4.372
C: -2.495 -2.548 3.111
C: 2.700 1.755 4.697
C: -1.154 1.555 -4.364
C: -0.972 0.782 -3.230
C: -3.128 -3.333 2.161
C: 3.278 2.856 0.681
C: 2.528 2.326 -0.316
C: -2.857 -3.174 0.808
C: 3.880 3.057 3.066
C: -1.582 -1.586 2.712
C: 3.085 2.495 2.046
C: -0.888 0.971 -5.591
C: 1.504 1.389 -0.015
C: -1.937 -2.219 0.417
C: -2.296 -2.761 -1.887
C: 1.913 1.196 3.724
C: 2.086 1.555 2.371
C: 1.281 1.003 1.308
C: -0.442 -0.375 -5.663
H: -3.369 -3.787 0.082
H: -1.093 -0.944 3.430
H: 4.053 3.577 0.448
H: 2.555 1.467 5.730
H: 2.671 2.595 -1.354
H: -1.875 -2.496 -2.846
H: -2.142 -3.821 -1.697
H: -3.850 -4.077 2.471
H: -2.722 -2.674 4.160
H: 4.304 3.129 5.152
H: -3.354 -2.502 -1.843
H: 1.154 0.473 3.983
H: 4.641 3.779 2.798